{"formula": "C32H88N18O16", "method": "the ωB97M-V functional and the def2-TZVPD basis", "homo_energy_ev": -8.007, "e_lumo_ev": 0.00, "largest_force_ev_per_a": 2.6, "total_charge": 0, "orbital_gap_ev": 8.0, "symbols": ["C", "C", "C", "C", "C", "C", "N", "O", "C", "C", "C", "H", "H", "H", "H", "H", "H", "H", "H", "H", "H", "H", "H", "H", "H", "H", "H", "H", "H", "H", "C", "C", "C", "C", "C", "C", "N", "O", "C", "C", "C", "H", "H", "H", "H", "H", "H", "H", "H", "H", "H", "H", "H", "H", "H", "H", "H", "H", "H", "H", "C", "C", "O", "O", "H", "H", "H", "H", "H", "H", "C", "C", "O", "O", "H", "H", "H", "H", "H", "H", "C", "C", "O", "O", "H", "H", "H", "H", "H", "H", "C", "O", "N", "N", "H", "H", "H", "H", "C", "O", "N", "N", "H", "H", "H", "H", "C", "O", "N", "N", "H", "H", "H", "H", "C", "O", "N", "N", "H", "H", "H", "H", "C", "O", "N", "N", "H", "H", "H", "H", "C", "O", "N", "N", "H", "H", "H", "H", "C", "O", "N", "N", "H", "H", "H", "H", "C", "O", "N", "N", "H", "H", "H", "H"], "coordinates": [[-5.654, 3.590, -3.885], [-4.511, 4.073, -3.000], [-5.092, 5.118, -2.010], [-5.844, 4.468, -0.843], [-4.933, 3.458, -0.152], [-4.313, 2.388, -1.042], [-3.824, 3.029, -2.273], [-3.208, 2.071, -3.133], [-3.187, 1.761, -0.225], [-5.397, 1.319, -1.268], [-3.427, 4.845, -3.782], [-6.525, 3.276, -3.310], [-5.247, 2.839, -4.563], [-6.085, 4.404, -4.475], [-4.294, 5.680, -1.518], [-5.779, 5.791, -2.523], [-6.721, 3.908, -1.184], [-6.219, 5.165, -0.093], [-5.566, 2.995, 0.613], [-4.165, 3.950, 0.451], [-2.452, 2.465, 0.169], [-3.526, 1.258, 0.683], [-2.618, 1.037, -0.806], [-6.369, 1.695, -1.589], [-5.057, 0.702, -2.106], [-5.536, 0.751, -0.350], [-2.962, 4.160, -4.493], [-2.680, 5.312, -3.143], [-3.908, 5.632, -4.369], [-2.382, 2.535, -3.362], [-1.666, 4.510, 2.134], [-0.336, 4.769, 1.449], [-0.650, 5.467, 0.096], [0.515, 6.219, -0.514], [1.224, 7.114, 0.497], [1.664, 6.373, 1.780], [0.410, 5.726, 2.287], [0.654, 5.139, 3.560], [2.806, 5.387, 1.658], [2.003, 7.466, 2.814], [0.367, 3.414, 1.163], [-1.607, 3.902, 3.039], [-2.324, 3.976, 1.452], [-2.159, 5.438, 2.431], [-1.104, 4.739, -0.580], [-1.446, 6.187, 0.315], [0.261, 6.872, -1.354], [1.279, 5.584, -0.978], [0.567, 7.911, 0.852], [2.091, 7.664, 0.121], [3.000, 4.849, 2.583], [2.596, 4.723, 0.818], [3.722, 5.920, 1.386], [2.964, 7.939, 2.596], [1.260, 8.260, 2.892], [2.140, 7.026, 3.803], [-0.328, 2.588, 1.325], [1.088, 3.292, 1.975], [0.808, 3.363, 0.171], [0.039, 5.625, 4.120], [-0.360, 0.383, 3.581], [-0.954, 0.025, 4.927], [0.018, 0.034, 5.945], [-1.324, 0.401, 2.554], [0.395, -0.368, 3.306], [0.167, 1.348, 3.589], [-1.543, -0.893, 4.958], [-1.726, 0.771, 5.178], [0.478, 0.879, 5.915], [-0.926, 0.313, 1.669], [0.936, -2.181, 0.465], [1.017, -0.697, 0.168], [-0.214, 0.004, 0.033], [2.224, -2.718, 0.586], [0.347, -2.667, -0.323], [0.362, -2.349, 1.388], [1.576, -0.623, -0.771], [1.579, -0.202, 0.961], [-0.925, -0.510, -0.439], [2.212, -3.681, 0.748], [3.151, -5.804, -2.247], [2.695, -4.444, -2.778], [3.450, -4.111, -3.926], [2.647, -6.858, -3.089], [2.833, -5.987, -1.225], [4.241, -5.732, -2.298], [2.724, -3.676, -1.999], [1.647, -4.510, -3.086], [3.416, -3.176, -4.132], [2.979, -6.666, -3.975], [-0.820, -6.310, -2.268], [-0.354, -5.263, -1.796], [-0.109, -7.234, -2.942], [-2.192, -6.411, -2.376], [-0.604, -7.780, -3.622], [0.916, -7.125, -3.030], [-2.739, -5.576, -2.441], [-2.615, -7.311, -2.521], [4.241, -4.816, 2.120], [3.024, -4.923, 1.963], [5.145, -5.495, 1.370], [4.780, -4.207, 3.218], [4.740, -6.246, 0.828], [6.115, -5.532, 1.615], [5.763, -4.014, 3.245], [4.137, -3.607, 3.695], [-1.939, -1.562, -2.334], [-2.184, -1.355, -1.134], [-1.228, -2.625, -2.781], [-2.243, -0.667, -3.324], [-0.956, -2.727, -3.740], [-0.960, -3.415, -2.208], [-2.568, 0.283, -3.197], [-2.099, -1.030, -4.246], [-2.659, -3.598, 1.752], [-2.589, -4.045, 2.906], [-2.575, -4.393, 0.671], [-2.732, -2.267, 1.506], [-2.305, -5.347, 0.813], [-2.559, -4.017, -0.259], [-2.891, -1.898, 0.581], [-2.590, -1.679, 2.310], [3.797, -0.645, 4.085], [4.576, 0.267, 3.829], [3.543, -1.140, 5.338], [3.349, -1.472, 3.101], [3.748, -0.606, 6.162], [2.914, -1.909, 5.475], [2.853, -2.322, 3.291], [3.372, -1.202, 2.135], [6.140, -1.826, -1.061], [6.016, -0.942, -1.904], [7.338, -2.438, -0.832], [5.135, -2.259, -0.236], [8.110, -2.265, -1.445], [7.399, -2.976, 0.007], [4.288, -1.722, -0.255], [5.389, -2.916, 0.470], [0.221, 2.363, -3.393], [-0.699, 2.455, -4.210], [0.127, 1.643, -2.256], [1.395, 3.030, -3.547], [-0.686, 1.113, -2.012], [0.875, 1.637, -1.588], [2.155, 3.011, -2.893], [1.595, 3.389, -4.463], [1.413, -8.003, 1.287], [2.620, -8.232, 1.433], [0.831, -6.838, 1.645], [0.555, -8.990, 0.897], [1.474, -6.066, 1.726], [-0.128, -6.691, 1.390], [0.878, -9.882, 0.580], [-0.428, -8.794, 0.883]], "forces_ev_per_a": [[0.0, 0.3, -0.5], [-0.3, 1.5, 0.5], [-0.4, -0.6, 1.2], [0.2, -0.8, -0.3], [-0.5, 0.7, 0.9], [-1.1, 0.3, 0.4], [0.8, -0.3, 1.6], [-0.3, 0.6, 0.0], [0.9, -0.2, -0.2], [0.3, -0.2, -0.9], [-0.7, -0.5, -0.9], [0.3, -0.6, 0.1], [-0.5, -0.2, 0.0], [0.5, 0.1, -0.2], [0.2, 0.2, -0.4], [0.3, 0.1, -0.3], [-0.1, 0.2, -0.2], [0.1, 0.3, -0.2], [0.2, -0.5, -0.1], [0.1, 0.3, -0.4], [-0.1, 0.4, -0.4], [-0.4, -0.1, -0.2], [-0.2, -0.1, 0.0], [0.1, 0.4, 0.2], [-0.1, -0.4, 0.3], [0.0, -0.2, -0.2], [0.3, 0.2, -0.1], [0.0, -0.2, 0.2], [0.0, 0.0, 0.0], [0.2, -0.6, -0.3], [-0.5, -0.1, 0.4], [0.1, 0.0, -0.9], [-0.4, 0.5, 0.6], [1.2, 0.5, -0.6], [0.2, -0.2, 0.8], [-1.3, 0.6, 1.0], [-0.1, 0.5, -0.4], [0.0, -0.2, 0.0], [0.4, 0.4, -1.0], [0.7, -0.3, 0.3], [-0.1, 0.2, 1.3], [0.3, -0.1, -0.1], [0.0, 0.0, 0.0], [0.1, 0.1, -0.2], [0.2, -0.1, -0.1], [0.0, 0.1, -0.1], [-0.6, -0.2, 0.0], [-0.2, -0.5, 0.2], [-0.3, -0.1, -0.1], [0.1, -0.3, -0.4], [-0.2, -0.1, 0.0], [0.2, -0.3, 0.3], [0.0, 0.0, 0.1], [0.0, 0.0, -0.3], [-0.2, -0.2, -0.1], [-0.1, 0.0, 0.0], [-0.1, 0.0, -0.4], [0.4, -0.2, -0.4], [0.2, 0.0, 0.1], [0.1, -0.1, 0.1], [0.8, -0.8, -1.1], [-1.3, 1.3, 0.1], [0.5, -0.5, 0.2], [-1.0, 0.1, 0.3], [0.2, 0.0, 0.3], [-0.1, 0.1, 0.5], [0.7, -0.4, -0.2], [0.1, 0.2, -0.2], [0.0, 0.0, 0.0], [0.2, 0.0, 0.2], [-1.6, -0.4, 0.5], [0.3, -0.1, -0.5], [-0.2, -0.4, 0.2], [0.6, 0.1, -0.4], [0.2, -0.1, -0.1], [0.0, 0.1, 0.0], [0.2, 0.2, 0.0], [0.0, 0.1, 0.0], [0.6, -0.1, 0.5], [-0.1, 0.5, 0.2], [0.1, 1.0, -0.8], [-1.1, 0.2, 0.3], [0.7, -0.5, -0.3], [0.6, 0.2, 0.1], [-0.2, -0.1, -0.1], [0.1, -0.5, 0.2], [0.4, -0.1, 0.1], [-0.1, -0.2, 0.3], [-0.1, 0.1, 0.2], [0.0, -0.1, 0.0], [-0.5, 2.2, -1.4], [0.3, -0.7, 0.3], [0.4, -0.3, 0.5], [0.2, -1.1, 0.3], [0.1, -0.2, 0.0], [-0.5, -0.1, 0.2], [-0.1, 0.0, 0.3], [-0.2, 0.2, -0.2], [0.2, -1.4, 1.5], [0.4, 0.6, -0.3], [-0.5, 0.1, -1.0], [-0.5, 0.0, -0.6], [0.2, 0.0, 0.0], [0.0, -0.2, 0.1], [0.0, 0.2, 0.2], [0.4, 0.3, 0.3], [0.4, 1.3, -0.7], [0.0, -0.4, -0.5], [0.0, -0.7, 0.2], [0.2, -1.2, 0.4], [-0.1, 0.3, -0.1], [-0.1, 0.0, 0.4], [-0.4, 0.0, 0.3], [0.0, 0.5, -0.4], [0.6, 0.4, 1.9], [0.0, 0.1, -0.9], [-0.3, -0.7, -1.0], [-0.3, -0.1, 0.1], [-0.1, 0.0, 0.0], [0.2, 0.0, 0.0], [0.3, 0.1, 0.2], [-0.2, 0.3, -0.2], [1.9, -0.5, -0.3], [-1.1, 0.2, 0.6], [-0.1, 0.1, 0.4], [-0.7, -0.3, -0.4], [0.2, 0.2, -0.2], [-0.3, 0.1, -0.1], [-0.5, 0.2, -0.1], [0.2, 0.1, 0.0], [0.1, 1.1, -0.5], [-0.3, -0.7, 0.3], [-0.4, -0.3, 0.1], [0.7, 0.4, -1.0], [0.1, 0.0, 0.2], [0.7, -0.3, -0.1], [-0.2, -0.3, 0.4], [-0.7, -0.1, 0.4], [-0.5, 0.1, 0.2], [0.3, -0.1, 0.1], [0.4, -0.1, 0.2], [0.3, 0.4, -0.6], [-0.2, 0.2, -0.1], [0.0, -0.1, 0.1], [0.0, -0.2, 0.1], [-0.1, 0.1, 0.1], [1.4, -1.2, 0.8], [-0.6, 0.5, -0.6], [0.0, 0.1, -0.2], [-0.7, 0.3, -0.2], [-0.1, 0.2, 0.2], [0.0, 0.4, 0.0], [0.3, 0.0, 0.1], [-0.1, -0.2, -0.1]]}